1.
DFT (wB97M-V/def2-TZVPD) results for a gas-phase ion, C22H24FN2O2 (charge +1).

Output
Structure (SMILES): CCOc1cc2c(cc1OCC)-n1cccc1[C@H](c1ccc(F)cc1)[NH2+]C2
Kohn-Sham gap: 0.3036 hartree
Maximum force: 0.85 eV Å⁻¹
HOMO energy: -10.99 eV
E_LUMO: -0.100 Ha
Energy relative to the best compared isomer or geometry (same formula, charge and spin): 0.6 kcal/mol
Total charge: +1

Cartesian coordinates (Å):
1 C 5.18 2.80 -0.20
2 C 4.06 3.36 0.67
3 H 4.46 4.15 1.32
4 H 3.26 3.80 0.06
5 O 3.54 2.41 1.58
6 C 2.76 1.38 1.15
7 C 2.21 1.31 -0.12
8 C 1.38 0.27 -0.51
9 C 1.07 -0.73 0.41
10 C 1.62 -0.69 1.68
11 C 2.47 0.35 2.08
12 O 2.90 0.23 3.34
13 C 3.86 1.11 3.93
14 C 4.13 0.58 5.33
15 H 4.86 1.22 5.82
16 H 3.22 0.58 5.91
17 H 4.52 -0.43 5.28
18 H 3.46 2.13 3.97
19 H 4.78 1.11 3.33
20 H 1.40 -1.45 2.40
21 N 0.21 -1.78 0.03
22 C 0.38 -3.10 0.25
23 C -0.65 -3.78 -0.33
24 C -1.50 -2.83 -0.92
25 C -0.94 -1.60 -0.70
26 C -1.44 -0.22 -0.95
27 C -2.88 -0.19 -1.39
28 C -3.25 -0.73 -2.62
29 C -4.58 -0.72 -3.02
30 C -5.53 -0.17 -2.17
31 C -5.18 0.37 -0.94
32 C -3.86 0.35 -0.56
33 H -3.58 0.76 0.40
34 H -5.95 0.78 -0.31
35 F -6.80 -0.15 -2.56
36 H -4.88 -1.13 -3.97
37 H -2.52 -1.18 -3.27
38 H -1.31 0.37 -0.04
39 N -0.59 0.49 -2.01
40 H -0.73 1.50 -1.91
41 H -0.95 0.21 -2.93
42 C 0.87 0.16 -1.92
43 H 1.41 0.83 -2.58
44 H 0.99 -0.87 -2.28
45 H -2.42 -3.03 -1.43
46 H -0.80 -4.84 -0.32
47 H 1.24 -3.47 0.78
48 H 2.43 2.08 -0.84
49 H 5.57 3.58 -0.84
50 H 4.83 1.98 -0.82
51 H 5.98 2.43 0.43

=====

2.
DFT (wB97M-V/def2-TZVPD) results for a molecular structure, C22H24FN3O3.

Output
Kohn-Sham gap: 0.3284 hartree
Maximum force: 0.10 eV Å⁻¹
HOMO energy: -8.40 eV
E_LUMO: 0.020 Ha
Energy relative to the best compared isomer or geometry (same formula, charge and spin): 48.7 kcal/mol

Cartesian coordinates (Å):
1 O 0.30 -2.09 -2.90
2 C -0.26 -2.68 -1.99
3 C 0.45 -3.33 -0.86
4 C 1.71 -3.03 -0.54
5 C 2.42 -3.61 0.66
6 C 3.90 -3.31 0.41
7 C 3.85 -1.95 -0.30
8 C 2.65 -2.09 -1.25
9 N -1.63 -2.79 -1.93
10 C -2.44 -1.88 -2.71
11 C -2.51 -0.54 -2.04
12 C -3.16 0.74 -2.59
13 C -2.37 1.36 -1.41
14 N -2.23 2.79 -1.39
15 C -1.78 3.62 -0.41
16 O -2.05 4.81 -0.42
17 C -0.91 3.09 0.67
18 C 0.03 2.10 0.72
19 C 0.61 2.17 2.03
20 C 1.60 1.45 2.70
21 F 2.20 0.43 2.06
22 C 1.95 1.76 3.98
23 C 1.31 2.83 4.64
24 C 0.33 3.58 4.03
25 C -0.01 3.23 2.71
26 N -0.94 3.77 1.86
27 C -3.08 0.67 -0.24
28 O -3.14 -0.68 -0.74
29 C -1.27 0.31 -1.73
30 H -0.11 -4.02 -0.25
31 H 2.09 -3.07 1.56
32 H 2.20 -4.67 0.82
33 H 4.49 -3.29 1.33
34 H 4.33 -4.06 -0.25
35 H 3.67 -1.16 0.43
36 H 4.77 -1.71 -0.83
37 H 2.95 -2.54 -2.20
38 H 2.17 -1.15 -1.51
39 H -2.01 -3.06 -1.04
40 H -1.99 -1.78 -3.70
41 H -3.44 -2.30 -2.83
42 H -2.76 1.03 -3.56
43 H -4.25 0.80 -2.56
44 H -2.75 3.29 -2.10
45 H 0.31 1.44 -0.07
46 H 2.72 1.19 4.47
47 H 1.61 3.07 5.65
48 H -0.16 4.39 4.54
49 H -1.46 4.62 1.99
50 H -2.50 0.70 0.69
51 H -4.08 1.06 -0.07
52 H -0.65 -0.06 -0.92
53 H -0.69 0.55 -2.61

=====

3.
DFT (wB97M-V/def2-TZVPD) results for a single C22H24N2O3 molecule.

Output
Structure (SMILES): CCCCCn1c(=O)c(C(=O)Nc2cccc(C)c2)c(O)c2ccccc21
Kohn-Sham gap: 0.2995 hartree
Maximum force: 0.77 eV Å⁻¹
HOMO energy: -8.20 eV
E_LUMO: -0.002 Ha
Energy relative to the best compared isomer or geometry (same formula, charge and spin): 0.2 kcal/mol

Cartesian coordinates (Å):
1 C 1.82 1.92 -5.41
2 C 1.77 0.69 -4.51
3 C 2.33 0.94 -3.11
4 C 1.47 1.91 -2.30
5 C 1.93 2.07 -0.85
6 N 1.80 0.84 -0.08
7 C 2.86 -0.01 0.13
8 C 4.15 0.23 -0.37
9 C 5.18 -0.64 -0.12
10 C 4.98 -1.80 0.64
11 C 3.73 -2.06 1.13
12 C 2.66 -1.18 0.89
13 C 1.35 -1.47 1.42
14 C 0.30 -0.60 1.17
15 C 0.52 0.59 0.40
16 O -0.36 1.42 0.14
17 C -1.03 -0.94 1.74
18 O -1.18 -1.98 2.40
19 N -2.02 -0.08 1.48
20 C -3.36 -0.11 1.86
21 C -4.16 0.95 1.45
22 C -5.49 0.98 1.79
23 C -6.04 -0.04 2.55
24 C -5.26 -1.10 2.97
25 C -3.91 -1.13 2.63
26 H -3.29 -1.95 2.95
27 C -5.85 -2.21 3.78
28 H -5.08 -2.85 4.20
29 H -6.46 -1.81 4.60
30 H -6.50 -2.82 3.16
31 H -7.09 -0.01 2.82
32 H -6.11 1.81 1.47
33 H -3.72 1.75 0.86
34 H -1.73 0.73 0.92
35 O 1.22 -2.58 2.12
36 H 0.25 -2.62 2.40
37 H 3.53 -2.94 1.72
38 H 5.80 -2.47 0.82
39 H 6.16 -0.43 -0.52
40 H 4.35 1.10 -0.97
41 H 2.96 2.43 -0.79
42 H 1.28 2.81 -0.37
43 H 1.49 2.90 -2.76
44 H 0.44 1.56 -2.29
45 H 3.35 1.34 -3.21
46 H 2.39 -0.01 -2.59
47 H 0.74 0.34 -4.43
48 H 2.35 -0.11 -4.98
49 H 2.83 2.31 -5.47
50 H 1.49 1.66 -6.42
51 H 1.17 2.70 -5.04

=====

4.
DFT (wB97M-V/def2-TZVPD) results for a single C22H24N2O5 molecule.

Output
Structure (SMILES): CCc1ccc(C(=O)COC(=O)CNC(=O)CNC(=O)Cc2ccccc2)cc1
Kohn-Sham gap: 0.3542 hartree
Maximum force: 0.67 eV Å⁻¹
HOMO energy: -9.17 eV
E_LUMO: 0.017 Ha
Energy relative to the best compared isomer or geometry (same formula, charge and spin): 5.7 kcal/mol

Cartesian coordinates (Å):
1 C 1.96 -2.16 2.83
2 H 1.78 -3.16 3.22
3 H 2.46 -1.57 3.59
4 H 2.61 -2.24 1.96
5 C 0.63 -1.50 2.43
6 C 0.88 -0.12 1.90
7 C 1.33 0.06 0.60
8 C 1.58 1.33 0.09
9 C 1.40 2.45 0.91
10 C 0.99 2.27 2.22
11 C 0.71 1.00 2.71
12 H 0.37 0.89 3.72
13 H 0.86 3.14 2.85
14 C 1.69 3.82 0.44
15 O 2.23 4.65 1.13
16 C 1.20 4.18 -0.97
17 H 1.57 3.46 -1.72
18 H 1.52 5.19 -1.22
19 O -0.23 4.19 -0.98
20 C -0.87 3.13 -1.45
21 O -0.36 2.16 -1.94
22 C -2.38 3.27 -1.24
23 N -2.90 2.00 -0.78
24 C -2.42 1.51 0.39
25 O -1.82 2.18 1.21
26 C -2.64 0.01 0.53
27 N -1.73 -0.67 -0.37
28 C -2.02 -0.82 -1.68
29 O -3.09 -0.47 -2.16
30 C -0.91 -1.44 -2.52
31 C -0.07 -2.45 -1.79
32 C -0.66 -3.44 -1.02
33 C 0.11 -4.36 -0.34
34 C 1.49 -4.31 -0.43
35 C 2.09 -3.34 -1.21
36 C 1.32 -2.41 -1.88
37 H 1.79 -1.65 -2.49
38 H 3.17 -3.30 -1.29
39 H 2.10 -5.03 0.10
40 H -0.36 -5.12 0.26
41 H -1.74 -3.49 -0.95
42 H -1.38 -1.89 -3.39
43 H -0.30 -0.61 -2.87
44 H -0.77 -0.76 -0.07
45 H -2.43 -0.30 1.55
46 H -3.66 -0.26 0.26
47 H -3.22 1.33 -1.47
48 H -2.86 3.54 -2.19
49 H -2.56 4.05 -0.50
50 H 1.93 1.43 -0.92
51 H 1.50 -0.80 -0.03
52 H -0.02 -1.45 3.30
53 H 0.15 -2.12 1.67

=====

5.
DFT (wB97M-V/def2-TZVPD) results for a molecular structure, C22H24N4OP2Zr in a non-equilibrium geometry.

Output
Kohn-Sham gap: 0.2227 hartree
Maximum force: 9.14 eV Å⁻¹
HOMO energy: -14.35 eV
E_LUMO: -0.305 Ha
Energy relative to the best compared isomer or geometry (same formula, charge and spin): 63.0 kcal/mol
Total charge: +2

Cartesian coordinates (Å):
1 C -0.24 -1.55 -4.72
2 C -0.37 -0.53 -3.77
3 C -1.41 -0.65 -2.81
4 C -2.32 -1.69 -2.88
5 C -2.16 -2.71 -3.81
6 C -1.11 -2.64 -4.73
7 C -3.39 -1.77 -1.79
8 C -3.82 -0.34 -1.37
9 C -2.85 0.64 -1.35
10 C -3.16 1.97 -0.96
11 C -4.46 2.22 -0.49
12 C -5.42 1.21 -0.44
13 C -5.10 -0.07 -0.90
14 H 0.56 -1.48 -5.45
15 H -2.86 -3.55 -3.79
16 H -0.98 -3.43 -5.47
17 H -4.30 -2.20 -2.24
18 H -4.70 3.23 -0.16
19 H -6.41 1.43 -0.06
20 H -5.84 -0.88 -0.89
21 N -1.51 0.24 -1.68
22 Zr -0.06 0.63 -0.52
23 C 0.59 0.66 -3.77
24 H 0.04 1.62 -3.82
25 H 1.26 0.61 -4.64
26 C -2.13 3.09 -1.02
27 H -1.66 3.16 -2.02
28 H -2.60 4.06 -0.80
29 P 1.73 0.75 -2.31
30 P -0.76 2.95 0.24
31 C -1.67 3.16 1.80
32 H -0.99 2.93 2.63
33 H -2.03 4.19 1.90
34 H -2.53 2.47 1.84
35 C 0.16 4.50 0.06
36 H -0.53 5.36 0.02
37 H 0.83 4.61 0.92
38 H 0.77 4.47 -0.85
39 C 2.71 -0.77 -2.51
40 H 3.60 -0.56 -3.12
41 H 3.03 -1.12 -1.52
42 H 2.12 -1.56 -2.99
43 C 2.89 2.08 -2.70
44 H 3.60 2.18 -1.87
45 H 3.43 1.84 -3.63
46 H 2.35 3.03 -2.82
47 C -2.76 -2.35 -0.66
48 O -2.14 -2.00 0.29
49 H -3.25 -3.16 -1.21
50 N 0.59 -0.70 0.90
51 C 1.03 -1.44 1.73
52 N 1.35 -2.31 2.56
53 C 2.43 -2.38 3.33
54 N 3.34 -2.53 4.04